Molecular formula: C6H9NO2
Method: DFT, ωB97M-V with the def2-TZVPD basis set

Element x y z (Å)
O 1.1301 -1.1316 -2.5368
C 1.9121 -0.8392 -1.3451
C 1.1214 -0.0177 -0.4464
C -0.3591 -0.5935 -0.1488
C -1.0904 0.2558 0.8438
C -1.4538 0.1180 2.0919
N -2.1521 1.2575 2.4755
C -2.0917 2.0731 1.4975
O -1.4540 1.4780 0.4016
H 1.5665 -1.7562 -3.1084
H 2.8243 -0.3989 -1.3735
H 2.2133 -1.8772 -0.9364
H 1.7290 0.2942 0.4370
H 0.7921 1.1149 -1.0573
H -0.9995 -0.8254 -1.0608
H -0.0328 -1.4634 0.2768
H -1.3697 -0.8038 2.6931
H -2.2857 3.1155 1.2962

Output
Energy relative to the best compared isomer or geometry (same formula, charge and spin): 256.9 kJ/mol
Strongest force on any atom: 6.1 eV/Å
Highest occupied orbital energy: -9.145 eV
Orbital gap: 9.94 eV
Energy: -439.178524 a.u.
LUMO energy: 0.80 eV

***

Molecular formula: C6H9NO2
Method: DFT, ωB97M-V with the def2-TZVPD basis set

Element x y z (Å)
O -1.3009 -2.1803 -0.4476
C -0.5633 -1.5929 0.3102
C 0.7715 -0.8925 -0.1788
N 0.7359 -0.4251 -1.6406
C 0.3889 1.1305 -1.5134
C -0.5555 0.9969 -0.3258
C 0.3948 0.2280 0.6830
C -0.4236 -0.7515 1.5221
O -1.4453 -0.0427 2.2362
H 2.0612 -0.8486 0.1254
H 1.6866 -0.5132 -2.1174
H 1.3437 1.7702 -1.5215
H -0.0800 1.5025 -2.4978
H -0.7054 2.1606 0.0171
H -1.7440 0.8457 -0.1980
H 1.1089 0.5692 1.3095
H 0.5634 -1.2801 2.0487
H -2.2369 -0.6767 2.1887

Output
Energy relative to the best compared isomer or geometry (same formula, charge and spin): 610.0 kJ/mol
Strongest force on any atom: 6.9 eV/Å
Highest occupied orbital energy: -8.958 eV
Orbital gap: 9.25 eV
Energy: -439.044027 a.u.
LUMO energy: 0.29 eV

***

Molecular formula: C6H9NO2
Method: DFT, ωB97M-V with the def2-TZVPD basis set

Element x y z (Å)
C 2.2115 0.4802 -1.2415
C 0.8445 0.1995 -0.6374
O 0.6636 -1.1805 -0.3750
C 0.6085 1.0423 0.6310
C -0.7163 0.8922 1.2227
C -1.8303 0.6740 1.6612
C -3.0957 0.1463 1.8875
N -4.1788 -0.2556 1.7106
H 2.3517 -0.1288 -2.1442
H 2.3040 1.5394 -1.5159
H 3.0126 0.2367 -0.5274
H 0.0641 0.4486 -1.3703
H 1.3555 -1.5095 0.2083
H 1.3647 0.7806 1.3890
H 0.7587 2.1053 0.3881
O -1.9425 -2.1923 -0.5023
H -1.0893 -1.7260 -0.4630
H -2.6865 -1.5525 -0.3213

Output
Energy relative to the best compared isomer or geometry (same formula, charge and spin): 258.5 kJ/mol
Strongest force on any atom: 2.0 eV/Å
Highest occupied orbital energy: -10.553 eV
Orbital gap: 10.89 eV
Energy: -439.177912 a.u.
LUMO energy: 0.34 eV

***

Molecular formula: C6H9NO2
Method: DFT, ωB97M-V with the def2-TZVPD basis set

Element x y z (Å)
C 3.6462 -0.0380 -0.5778
C 2.6264 -0.4142 0.0617
C 1.2221 -0.8627 0.2469
O 0.8176 -1.8722 -0.2159
C 0.3877 -0.0397 1.1423
N 0.0271 0.8939 0.1304
C -1.4354 0.9664 -0.1175
C -1.9010 -0.3082 -0.7713
O -2.3436 -1.3794 0.1987
H 4.5965 0.3347 -0.7629
H 0.9631 0.4859 1.8607
H -0.4204 -0.6794 1.7064
H 0.4255 1.9757 0.0445
H -1.9937 1.4916 0.7962
H -1.3663 1.7790 -1.0738
H -2.6881 -0.0029 -1.4930
H -1.0745 -0.3782 -1.5013
H -1.4892 -1.9524 0.3259

Output
Energy relative to the best compared isomer or geometry (same formula, charge and spin): 572.0 kJ/mol
Strongest force on any atom: 6.3 eV/Å
Highest occupied orbital energy: -9.101 eV
Orbital gap: 9.37 eV
Energy: -439.058493 a.u.
LUMO energy: 0.27 eV

***

Molecular formula: C6H9NO3
Method: DFT, ωB97M-V with the def2-TZVPD basis set

Element x y z (Å)
C -0.6798 -0.0887 -2.3953
N -0.1107 -0.8047 -1.5279
O -0.9666 -1.0799 -0.3925
C -0.3522 -1.9931 0.3573
C 0.4287 -1.6457 1.3634
O 0.6485 -0.5124 2.0088
C -0.0395 0.6287 1.5406
C 0.5900 1.2227 0.3066
C 0.0409 2.2030 -0.3467
O 1.5754 0.5136 -0.1505
H -1.5323 0.5127 -2.2117
H -0.3008 -0.2403 -3.3420
H -0.3442 -2.9775 -0.0699
H 0.9035 -2.4198 1.9168
H -0.1210 1.2578 2.4051
H -1.1085 0.3253 1.3100
H 0.3993 2.5907 -1.2515
H -0.5442 2.8764 0.1903
H 1.5135 -0.3687 0.2893

Output
Energy relative to the best compared isomer or geometry (same formula, charge and spin): 534.5 kJ/mol
Strongest force on any atom: 3.0 eV/Å
Highest occupied orbital energy: -8.744 eV
Orbital gap: 9.63 eV
Energy: -514.309273 a.u.
LUMO energy: 0.89 eV

***

Molecular formula: C6H9NO3
Method: DFT, ωB97M-V with the def2-TZVPD basis set

Element x y z (Å)
N -1.5457 -0.0995 3.4543
C -1.0997 -0.4667 2.4487
C -0.3106 -0.5623 1.2012
C 0.7142 -1.7078 1.2750
O 1.2389 -2.0782 2.2887
O -1.1543 -0.6691 0.0945
C -0.6266 -0.1049 -1.0806
C -1.6057 0.5111 -2.0154
C -0.6619 1.3875 -1.2252
H 0.2625 0.3839 1.1407
H 0.9810 -2.1261 0.2824
H 0.2392 -0.6329 -1.4879
H -1.4349 0.3830 -3.0843
H -2.6507 0.5041 -1.7052
H -1.0864 1.9539 -0.3952
H 0.1688 1.8703 -1.7415
O 2.6414 0.2674 0.3808
H 2.4117 1.1811 0.0808
H 3.5187 0.0053 0.0882

Output
Energy relative to the best compared isomer or geometry (same formula, charge and spin): 258.7 kJ/mol
Strongest force on any atom: 1.7 eV/Å
Highest occupied orbital energy: -10.008 eV
Orbital gap: 10.25 eV
Energy: -514.414318 a.u.
LUMO energy: 0.24 eV

***

Q: Which value of orbital gap does entry 5 give?
A: 9.63 eV